No. 1
ORCA calculation (ωB97M-V with the def2-TZVPD basis set) on one molecule with the formula C5H12F2N2 at a distorted geometry.

```
! wB97M-V def2-TZVPD RIJCOSX def2/J DEFGRID3
* xyz 0 1
C 1.2151 -0.5956 1.5540
N 1.0876 0.2072 0.4351
C 2.0477 1.3367 0.3132
C -0.3488 0.5853 0.0814
F -0.9795 1.0719 1.2778
F -0.2904 1.6371 -0.6903
N -1.1324 -0.4680 -0.3866
C -2.4309 0.1035 -0.8717
C -0.5945 -1.5519 -1.0681
H 0.9891 -1.6648 1.3486
H 2.2340 -0.7117 1.7303
H 0.7592 -0.1875 2.5029
H 1.7804 2.2123 0.9358
H 3.0116 1.0458 0.7446
H 2.2220 1.5957 -0.8251
H -2.1793 0.8288 -1.7431
H -3.0269 -0.6791 -1.2848
H -2.8255 0.7499 -0.2045
H -0.7911 -1.5271 -2.1503
H 0.4577 -1.6120 -1.0373
H -1.2053 -2.3765 -0.6618
*
```

Summary:
- gap between HOMO and LUMO (eV) = 9.771
- SMILES = CN(C)C(F)(F)N(C)C
- LUMO level (eV) = 1.0
- energy relative to the best compared isomer or geometry (same formula, charge and spin) (eV) = 1.127

Charges in e, computed with natural (NBO), in the same order as the atoms: C -0.415; N -0.492; C -0.416; C 0.947; F -0.398; F -0.326; N -0.480; C -0.406; C -0.411; H 0.200; H 0.200; H 0.187; H 0.190; H 0.203; H 0.212; H 0.177; H 0.208; H 0.217; H 0.172; H 0.233; H 0.198

=====

No. 2
ORCA calculation (ωB97M-V with the def2-TZVPD basis set) on a 2-piece molecular cluster, C5H12FN overall at a distorted geometry.

```
! wB97M-V def2-TZVPD RIJCOSX def2/J DEFGRID3
* xyz 0 1
C 1.2331 1.3358 -1.3613
C 1.8547 0.7802 -0.3248
C 3.3316 0.2593 -0.2097
F 1.1583 0.4929 0.8037
H 1.9161 1.6486 -2.2378
H 0.2173 1.4199 -1.4031
H 3.2274 -0.3104 0.6920
H 4.0476 1.0433 0.1345
H 3.5251 -0.4317 -1.0386
C -2.5245 0.5720 0.3339
N -1.6637 -0.5064 -0.0025
C -1.5681 -1.6918 0.9074
H -2.6590 1.2695 -0.5275
H -3.6192 0.3908 0.6309
H -1.9409 1.0380 1.2325
H -1.9775 -0.9721 -0.8900
H -1.0414 -2.4298 0.3658
H -1.0393 -1.6526 1.8351
H -2.4775 -2.2557 1.0597
*
```

Summary:
- gap between HOMO and LUMO (eV) = 9.760
- SMILES = C=C(C)F.CNC
- LUMO level (eV) = 1.0
- energy relative to the best compared isomer or geometry (same formula, charge and spin) (eV) = 1.258

Charges in e, computed with natural (NBO), in the same order as the atoms: C -0.509; C 0.426; C -0.701; F -0.347; H 0.209; H 0.218; H 0.231; H 0.237; H 0.236; C -0.414; N -0.617; C -0.425; H 0.198; H 0.157; H 0.197; H 0.343; H 0.196; H 0.199; H 0.167

=====

No. 3
ORCA calculation (ωB97M-V with the def2-TZVPD basis set) on an isolated ion of composition C5H12IN2O and charge +1 at a distorted geometry.

```
! wB97M-V def2-TZVPD RIJCOSX def2/J DEFGRID3
* xyz 1 1
C 1.8603 1.4917 -0.7247
C 1.4549 0.5332 0.3389
C 0.6495 1.1774 1.4731
C 0.5178 -0.6151 -0.1975
O 1.1180 -1.4072 -1.0622
N -0.6947 -1.1296 0.0912
C -2.0559 -0.9484 0.5984
N -2.5776 -2.1992 0.7943
I -3.2775 0.3345 -0.9709
H 2.3864 1.0067 -1.5714
H 1.0013 2.0609 -0.9803
H 2.3145 2.3046 -0.0984
H 2.2192 -0.1466 0.9193
H -0.4184 1.5682 1.1949
H 1.2551 2.0249 1.9258
H 0.4606 0.3235 2.2124
H 2.0748 -1.1881 -1.2760
H -0.6093 -2.1199 -0.3325
H -1.9517 -0.1444 1.3939
H -2.5537 -2.7045 -0.1440
H -3.4057 -2.3805 1.2820
*
```

Summary:
- gap between HOMO and LUMO (eV) = 8.287
- SMILES = CC(C)/C(O)=[NH+]\[C@H](N)I
- LUMO level (eV) = -4.5
- energy relative to the best compared isomer or geometry (same formula, charge and spin) (eV) = 0.209

Charges in e, computed with natural (NBO), in the same order as the atoms: C -0.635; C -0.279; C -0.634; C 0.754; O -0.626; N -0.569; C 0.112; N -0.812; I -0.044; H 0.229; H 0.243; H 0.259; H 0.262; H 0.226; H 0.253; H 0.223; H 0.536; H 0.433; H 0.255; H 0.387; H 0.426

=====

No. 4
ORCA calculation (ωB97M-V with the def2-TZVPD basis set) on C5H12InO6P as an isolated structure at a distorted geometry.

```
! wB97M-V def2-TZVPD RIJCOSX def2/J DEFGRID3
* xyz 2 1
In -12.2187 24.4176 -3.6868
C -10.2651 27.8645 -4.3730
C -10.9412 26.5472 -4.1037
O -10.4201 25.4875 -4.4494
O -12.0215 26.4581 -3.4934
H -10.8843 28.3928 -5.0980
H -9.2451 27.6882 -4.7145
H -10.1447 28.4554 -3.4650
C -14.2695 26.9122 -8.4687
O -14.0797 25.9930 -7.4166
P -12.7771 25.9735 -6.4718
O -12.8383 25.0477 -5.2858
O -11.5921 25.5899 -7.5065
C -10.2143 25.7631 -7.1876
O -12.4591 27.4970 -6.1480
C -13.3063 28.2193 -5.2720
H -15.0206 27.6158 -8.1093
H -14.6425 26.4957 -9.4043
H -13.4605 27.6247 -8.6299
H -9.9207 26.8012 -7.0316
H -9.6234 25.3632 -8.0116
H -9.8787 25.1929 -6.3214
H -13.9044 27.5166 -4.6918
H -13.9666 28.9490 -5.7407
H -12.6066 28.6808 -4.5753
*
```

Summary:
- gap between HOMO and LUMO (eV) = 5.094
- LUMO level (eV) = -13.2
- energy relative to the best compared isomer or geometry (same formula, charge and spin) (eV) = 0.000

Charges in e, computed with Löwdin, in the same order as the atoms: In 1.612; C 0.090; C -0.662; O 0.018; O -0.012; H 0.091; H 0.124; H 0.133; C -0.064; O -0.159; P 0.599; O -0.257; O -0.142; C -0.062; O -0.216; C -0.042; H 0.103; H 0.120; H 0.103; H 0.103; H 0.120; H 0.079; H 0.102; H 0.128; H 0.093

=====

No. 5
ORCA calculation (ωB97M-V with the def2-TZVPD basis set) on C5H12IrO3 as an isolated structure at a distorted geometry.

```
! wB97M-V def2-TZVPD RIJCOSX def2/J DEFGRID3
* xyz 2 6
H -4.0433 1.0680 0.6788
C 3.2000 0.0710 0.4005
O 2.8719 1.3279 -0.1028
C 2.1483 -0.9710 0.0351
O 0.8534 -0.4071 0.3427
C -0.2360 -1.2986 0.1217
C -1.5276 -0.5083 0.1287
O -1.3162 0.6405 -0.6490
C -2.4090 1.5317 -0.6453
Ir 0.9835 1.5013 -0.0998
H 3.2991 0.0918 1.5040
H 4.1635 -0.2954 0.0014
H 2.2725 -1.8977 0.6125
H 2.1712 -1.2024 -1.0419
H -0.2549 -2.0421 0.9306
H -0.0979 -1.8167 -0.8395
H -1.8078 -0.2187 1.1583
H -2.3430 -1.1244 -0.2883
H -2.2039 2.4114 -1.4122
H -3.2714 1.0593 -1.1452
H -2.4525 2.0796 0.3099
*
```

Summary:
- gap between HOMO and LUMO (spin up / spin down) (eV) = 6.335 / 6.677
- LUMO level (spin up / spin down) (eV) = -10.0 / -12.7
- <S²> = 8.76
- energy relative to the best compared isomer or geometry (same formula, charge and spin) (eV) = 2.091

Charges in e, computed with natural (NBO), in the same order as the atoms: H -0.008; C -0.175; O -0.395; C -0.125; O -0.533; C -0.111; C -0.113; O -0.563; C -0.323; Ir 1.599; H 0.268; H 0.282; H 0.266; H 0.239; H 0.260; H 0.239; H 0.216; H 0.257; H 0.238; H 0.259; H 0.224

=====

No. 6
ORCA calculation (ωB97M-V with the def2-TZVPD basis set) on C5H12LuN3O6P as an isolated structure at a distorted geometry.

```
! wB97M-V def2-TZVPD RIJCOSX def2/J DEFGRID3
* xyz 3 1
C 0.0768 1.1705 3.6453
C 1.1913 0.7445 2.7249
O 1.7580 -0.3233 2.9238
O 1.4920 1.6115 1.8075
C 1.4799 1.1877 0.3975
C 0.3099 1.8461 -0.3161
O -0.4640 0.9780 -1.1542
C -0.9675 -0.0919 -0.5661
O -1.3203 -0.1361 0.5927
N -1.1689 -1.2503 -1.4023
N -2.5040 -1.4793 -1.7730
P -0.1590 -1.4407 -2.7828
N -0.8133 -0.8989 -4.1473
O 1.1901 -0.6802 -2.5862
O 0.1561 -2.9627 -2.8961
H 0.3501 2.1448 4.0457
H -0.8947 1.2037 3.1664
H 0.0952 0.4769 4.5247
H 2.4078 1.5425 -0.0232
H 1.5141 0.1065 0.3296
H -0.2976 2.3763 0.4068
H 0.6921 2.6038 -0.9813
H -3.0653 -0.6378 -1.6820
H -2.9119 -2.2128 -1.2024
H -1.7472 -0.5083 -3.9877
H 1.9524 -1.2795 -2.5497
H 0.6435 -3.2278 -2.1005
Lu 1.0043 -0.8632 5.5859
*
```

Summary:
- gap between HOMO and LUMO (eV) = 1.577
- LUMO level (eV) = -15.5

Charges in e, computed with natural (NBO), in the same order as the atoms: C -0.580; C 0.844; O -0.664; O -0.463; C -0.102; C -0.114; O -0.464; C 0.880; O -0.566; N -0.593; N -0.539; P 2.299; N -0.720; O -0.942; O -0.905; H 0.304; H 0.325; H -0.047; H 0.252; H 0.206; H 0.227; H 0.254; H 0.394; H 0.418; H 0.399; H 0.544; H 0.523; Lu 1.831

=====

No. 7
ORCA calculation (ωB97M-V with the def2-TZVPD basis set) on C5H12LuO3 as an isolated structure at a distorted geometry.

```
! wB97M-V def2-TZVPD RIJCOSX def2/J DEFGRID3
* xyz 1 1
O 1.8645 1.3937 0.1735
C 1.0287 2.1420 0.9784
C -0.3272 1.5082 1.2694
O -1.2374 1.6110 0.1915
C -1.1155 0.8314 -0.9668
C -1.2037 -0.6677 -0.7753
O 0.0396 -1.2490 -0.3739
C -0.0606 -2.6499 -0.1393
H 0.8355 3.1324 0.5151
H 1.4915 2.3509 1.9662
H -0.8071 2.0487 2.0975
H -0.2053 0.4628 1.6042
H -0.2132 1.1222 -1.5290
H -1.9658 1.1144 -1.6020
H -1.5027 -1.1354 -1.7259
H -1.9595 -0.9050 -0.0109
H 0.9398 -3.0207 0.1102
H -0.7475 -2.8377 0.6971
H -0.4247 -3.1562 -1.0444
H 3.4575 -1.6648 -0.9880
Lu 2.1132 -0.4311 -0.4473
*
```

Summary:
- gap between HOMO and LUMO (eV) = 8.537
- LUMO level (eV) = -4.8
- energy relative to the best compared isomer or geometry (same formula, charge and spin) (eV) = 0.000

Charges in e, computed with natural (NBO), in the same order as the atoms: O -1.005; C -0.097; C -0.096; O -0.516; C -0.096; C -0.114; O -0.661; C -0.274; H 0.201; H 0.189; H 0.229; H 0.145; H 0.164; H 0.240; H 0.211; H 0.221; H 0.205; H 0.221; H 0.218; H -0.660; Lu 2.276

=====

No. 8
ORCA calculation (ωB97M-V with the def2-TZVPD basis set) on an isolated ion of composition C5H12N and charge +1 at a distorted geometry.

```
! wB97M-V def2-TZVPD RIJCOSX def2/J DEFGRID3
* xyz 1 1
C -1.7983 -0.0687 1.4404
C -1.6427 -0.2683 -0.0586
C -0.5706 -0.9088 -0.5610
C 0.8279 -0.9175 0.0748
C 1.4937 0.4249 0.1887
N 1.3392 1.3179 -1.0297
H -1.6242 0.8631 1.9680
H -2.6586 -0.6097 1.8401
H -0.9720 -0.6945 1.8043
H -2.5455 -0.1128 -0.6455
H -0.6932 -1.1395 -1.6191
H 1.1748 -1.4879 -0.8089
H 0.9771 -1.6052 0.9002
H 0.9702 0.9190 1.0252
H 2.5584 0.4279 0.4503
H 1.1520 2.3187 -0.9570
H 2.0298 1.2238 -1.7817
H 0.5207 0.8562 -1.4656
*
```

Summary:
- gap between HOMO and LUMO (eV) = 10.133
- SMILES = C/C=C\CC[NH3+]
- LUMO level (eV) = -3.6
- energy relative to the best compared isomer or geometry (same formula, charge and spin) (eV) = 2.141

Charges in e, computed with natural (NBO), in the same order as the atoms: C -0.685; C -0.108; C -0.273; C -0.505; C -0.219; N -0.694; H 0.238; H 0.255; H 0.204; H 0.221; H 0.216; H 0.240; H 0.279; H 0.236; H 0.245; H 0.454; H 0.442; H 0.455

=====

No. 9
ORCA calculation (ωB97M-V with the def2-TZVPD basis set) on an isolated ion of composition C5H12N and charge +1 at a distorted geometry.

```
! wB97M-V def2-TZVPD RIJCOSX def2/J DEFGRID3
* xyz 1 1
C -0.6108 0.7618 -1.5813
C -0.7171 0.7835 -0.2405
C -0.1378 1.9548 0.4885
C -0.9893 -0.4590 0.6137
C 0.3401 -1.1597 0.7881
N 1.1071 -1.4802 -0.4455
H -1.2852 0.1426 -2.1655
H 0.1844 1.3042 -2.0788
H -0.7491 2.2955 1.3304
H 0.0824 2.7952 -0.1564
H 0.7455 1.7035 1.0987
H -1.8083 -1.0517 0.2160
H -1.3316 -0.0436 1.5631
H 0.1995 -2.1049 1.3118
H 0.9640 -0.5877 1.4709
H 2.0497 -1.7200 -0.1254
H 1.1361 -0.7792 -1.1967
H 0.8204 -2.3549 -0.8912
*
```

Summary:
- gap between HOMO and LUMO (eV) = 9.461
- SMILES = C=C(C)CC[NH3+]
- LUMO level (eV) = -3.7
- energy relative to the best compared isomer or geometry (same formula, charge and spin) (eV) = 1.722

Charges in e, computed with natural (NBO), in the same order as the atoms: C -0.471; C 0.059; C -0.677; C -0.473; C -0.229; N -0.676; H 0.218; H 0.215; H 0.248; H 0.245; H 0.210; H 0.247; H 0.254; H 0.242; H 0.237; H 0.445; H 0.465; H 0.442

=====

No. 10
ORCA calculation (ωB97M-V with the def2-TZVPD basis set) on a 2-piece molecular cluster, C5H12N overall at a distorted geometry.

```
! wB97M-V def2-TZVPD RIJCOSX def2/J DEFGRID3
* xyz 2 2
C -1.5462 -0.5958 2.4431
C -2.6603 -0.3315 1.6295
H -0.9850 -1.5199 2.3086
H -1.2047 0.0524 3.2481
H -2.8953 -0.8952 0.7310
H -3.3928 0.4132 1.9409
C 2.9656 0.0337 -0.8900
C 1.5216 -0.2428 -1.1614
C 0.6208 0.7305 -1.1278
N -0.8462 0.4522 -1.0693
H 3.1497 0.9739 -0.3824
H 3.3456 -0.7991 -0.2955
H 3.5030 -0.0216 -1.8402
H 1.2101 -1.2455 -1.4438
H 0.8478 1.7704 -0.9371
H -1.0707 -0.5441 -1.0762
H -1.2528 0.8441 -0.2215
H -1.3103 0.9250 -1.8559
*
```

Summary:
- gap between HOMO and LUMO (spin up / spin down) (eV) = 7.574 / 3.971
- LUMO level (spin up / spin down) (eV) = -10.3 / -13.9
- <S²> = 0.75
- energy relative to the best compared isomer or geometry (same formula, charge and spin) (eV) = 2.228

Charges in e, computed with natural (NBO), in the same order as the atoms: C 0.018; C -0.040; H 0.249; H 0.267; H 0.235; H 0.266; C -0.660; C -0.077; C -0.139; N -0.678; H 0.243; H 0.258; H 0.274; H 0.224; H 0.244; H 0.439; H 0.412; H 0.465

=====

No. 11
ORCA calculation (ωB97M-V with the def2-TZVPD basis set) on an isolated ion of composition C5H12N2 and charge -1 at a distorted geometry.

```
! wB97M-V def2-TZVPD RIJCOSX def2/J DEFGRID3
* xyz -1 2
C -0.4445 2.2958 -1.1121
C 0.2248 0.9232 -1.1558
C -0.7396 -0.2246 -0.8259
C -0.9783 -0.4333 0.6874
N 0.1239 -1.0542 1.3817
C 1.1525 -1.8233 0.9523
N 2.2187 -2.1359 1.5947
H -0.9626 2.4218 -0.1642
H -1.0621 2.3805 -2.0067
H 0.3297 3.0696 -1.1766
H 0.7488 0.7221 -2.0954
H 0.9940 0.7665 -0.4107
H -1.5901 -0.5238 -1.4448
H -0.1713 -1.1420 -1.0725
H -1.9323 -0.9505 0.7885
H -1.0506 0.5680 1.1365
H 0.0905 -0.8403 2.3776
H 0.9027 -2.3670 0.0468
H 2.1458 -1.6527 2.4992
*
```

Summary:
- gap between HOMO and LUMO (spin up / spin down) (eV) = 2.771 / 9.028
- LUMO level (spin up / spin down) (eV) = 4.0 / 3.9
- <S²> = 0.75
- energy relative to the best compared isomer or geometry (same formula, charge and spin) (eV) = 0.770

Charges in e, computed with natural (NBO), in the same order as the atoms: C -0.707; C -0.415; C -0.438; C -0.672; N -0.686; C 0.263; N -0.757; H 0.205; H 0.190; H 0.190; H 0.185; H 0.204; H 0.200; H 0.184; H 0.172; H 0.139; H 0.298; H 0.144; H 0.302

=====

No. 12
ORCA calculation (ωB97M-V with the def2-TZVPD basis set) on one molecule with the formula C5H12N2 at a distorted geometry.

```
! wB97M-V def2-TZVPD RIJCOSX def2/J DEFGRID3
* xyz 0 1
C 1.8963 -1.4995 0.8673
C 1.1896 -0.3677 0.7080
N 1.7790 0.8520 0.5010
C -0.3170 -0.3974 0.7325
C -1.0421 0.5750 -0.2489
C -0.5250 0.4129 -1.7011
N -2.4846 0.4439 -0.2206
H 2.9719 -1.5161 0.7150
H 1.5048 -2.4521 1.1909
H 2.7791 0.9569 0.5021
H 1.2545 1.6996 0.4361
H -0.6076 -0.1187 1.7560
H -0.7374 -1.3394 0.3787
H -0.8013 1.6107 0.0387
H -0.4815 -0.6456 -1.9741
H -1.3184 0.8925 -2.2839
H 0.4844 0.8068 -1.7485
H -2.7118 -0.5413 -0.3629
H -2.8328 0.6275 0.7137
*
```

Summary:
- gap between HOMO and LUMO (eV) = 8.878
- SMILES = C=C(N)C[C@@H](C)N
- LUMO level (eV) = 1.0
- energy relative to the best compared isomer or geometry (same formula, charge and spin) (eV) = 0.984

Charges in e, computed with natural (NBO), in the same order as the atoms: C -0.548; C 0.201; N -0.826; C -0.458; C -0.025; C -0.632; N -0.821; H 0.186; H 0.206; H 0.392; H 0.386; H 0.213; H 0.215; H 0.164; H 0.200; H 0.228; H 0.222; H 0.344; H 0.354

=====

Q: What is the formula in the first record?
A: C5H12F2N2

=====

Copy entry 8 word for word.
ORCA calculation (ωB97M-V with the def2-TZVPD basis set) on an isolated ion of composition C5H12N and charge +1 at a distorted geometry.

```
! wB97M-V def2-TZVPD RIJCOSX def2/J DEFGRID3
* xyz 1 1
C -1.7983 -0.0687 1.4404
C -1.6427 -0.2683 -0.0586
C -0.5706 -0.9088 -0.5610
C 0.8279 -0.9175 0.0748
C 1.4937 0.4249 0.1887
N 1.3392 1.3179 -1.0297
H -1.6242 0.8631 1.9680
H -2.6586 -0.6097 1.8401
H -0.9720 -0.6945 1.8043
H -2.5455 -0.1128 -0.6455
H -0.6932 -1.1395 -1.6191
H 1.1748 -1.4879 -0.8089
H 0.9771 -1.6052 0.9002
H 0.9702 0.9190 1.0252
H 2.5584 0.4279 0.4503
H 1.1520 2.3187 -0.9570
H 2.0298 1.2238 -1.7817
H 0.5207 0.8562 -1.4656
*
```

Summary:
- gap between HOMO and LUMO (eV) = 10.133
- SMILES = C/C=C\CC[NH3+]
- LUMO level (eV) = -3.6
- energy relative to the best compared isomer or geometry (same formula, charge and spin) (eV) = 2.141

Charges in e, computed with natural (NBO), in the same order as the atoms: C -0.685; C -0.108; C -0.273; C -0.505; C -0.219; N -0.694; H 0.238; H 0.255; H 0.204; H 0.221; H 0.216; H 0.240; H 0.279; H 0.236; H 0.245; H 0.454; H 0.442; H 0.455